Record 1
DFT (ωB97M-V with the def2-TZVPD basis set) results for C22H28N2O6S in the gas phase.

Geometry (Å):
S  3.0770  -2.4685  0.4514
O  -1.7000  0.1606  -1.7103
O  -4.3980  -2.5331  1.0487
O  -1.1141  2.0532  -0.0793
O  1.5480  2.6122  0.6172
O  3.4641  -3.7905  0.8538
O  3.9425  -1.3715  0.7899
N  -2.5400  -1.2972  1.5555
N  2.8501  -2.5606  -1.2173
C  1.9462  -0.3481  -1.5316
C  1.2901  1.5787  -0.2355
C  1.1312  -0.9167  1.5962
C  -1.0082  3.4656  0.0362
C  1.4203  -2.1254  0.9974
C  -2.1442  -3.4873  0.8447
C  -0.3745  0.2707  -1.4180
C  2.8903  2.8846  0.9792
C  0.6221  -0.5778  -1.8772
C  0.4404  -3.0676  0.7173
C  -3.1919  -0.0418  1.8214
C  -1.1715  -1.4562  1.4932
C  2.8703  4.0586  1.9462
C  -0.1836  -0.5526  1.8438
C  2.2766  0.7396  -0.7445
C  3.0142  -1.3174  -1.9580
C  -2.4198  4.0335  0.0200
C  -3.1986  -2.4260  1.1414
C  -2.1062  -0.6457  -2.7986
C  -2.3916  -2.0895  -2.3993
C  -0.8633  -2.7344  0.9975
C  -0.0499  1.3459  -0.5718
H  2.4231  4.9272  1.4701
H  -3.1756  -2.1112  -1.6470
H  0.3896  -1.4269  -2.4978
H  -0.4238  0.4076  2.2685
H  3.4171  -3.3152  -1.5755
H  4.0034  -0.8808  -1.7721
H  -2.8016  0.7236  1.1471
H  2.2859  3.8058  2.8267
H  -2.3832  5.1169  0.0908
H  1.9502  -0.2616  1.8412
H  3.8841  4.3012  2.2506
H  -3.0297  -0.1805  -3.1576
H  -4.2578  -0.1826  1.6475
H  0.7251  -4.0155  0.2909
H  -1.3614  -0.6037  -3.6026
H  3.3092  0.8871  -0.4786
H  -2.2961  -3.9342  -0.1367
H  3.4763  3.1387  0.0858
H  -2.9890  3.6410  0.8583
H  -0.4998  3.7313  0.9703
H  -2.7248  -2.6486  -3.2699
H  -2.9233  3.7506  -0.9004
H  -3.0309  0.2621  2.8574
H  -1.4995  -2.5600  -1.9934
H  2.9186  -1.5515  -3.0220
H  -2.2296  -4.2891  1.5823
H  3.3414  2.0055  1.4576
H  -0.4260  3.8672  -0.8011

The value obtained for the highest occupied orbital energy is -8.102 eV. Its SMILES is CCOc1cc(CNS(=O)(=O)c2ccc3c(c2)CC(=O)N3C)cc(OCC)c1OCC.

Record 2
DFT (ωB97M-V with the def2-TZVPD basis set) results for C2H5N3O in the gas phase.

Geometry (Å):
O  0.9667  -0.0496  -1.7218
N  -0.1606  0.1705  0.3135
N  1.6375  -1.2171  0.1231
N  -2.1257  1.6229  0.3116
C  -1.1458  0.9945  -0.2091
C  0.8228  -0.3496  -0.5541
H  2.3100  -1.7202  -0.4314
H  -2.3854  1.4115  1.2768
H  -0.9681  1.0457  -1.2828
H  -0.2135  -0.2197  1.2450
H  1.2621  -1.6889  0.9293

The value obtained for the highest occupied orbital energy is -9.804 eV. Its SMILES is [H]/N=C\NC(N)=O.

Record 3
DFT (ωB97M-V with the def2-TZVPD basis set) results for a molecular structure, C11H13BrIr at a distorted geometry.

Geometry (Å):
Ir  0.7765  0.7797  -0.5171
Br  -2.7109  -0.8722  0.6640
C  1.2709  2.7629  -0.1781
C  -0.1611  2.6710  -0.0229
C  -1.7606  -1.5828  2.1977
C  -0.0936  -2.1395  -0.9803
C  1.2917  -1.9956  -0.7789
C  0.6291  -0.4651  -2.4374
C  -0.5081  -1.2438  -2.0108
C  1.7629  -0.8935  -1.6070
C  0.8479  1.4554  1.6838
C  -0.4242  1.7793  1.1023
C  1.8775  2.0531  0.9204
H  -1.0649  -2.3307  1.8058
H  1.9518  -2.7133  -0.2282
H  0.9929  0.8581  2.5547
H  -1.3659  1.4486  1.4728
H  -1.2187  -0.7881  2.7222
H  -0.8699  3.1515  -0.6205
H  1.8147  3.2684  -0.9443
H  -0.7223  -2.8683  -0.4680
H  2.8158  -0.6738  -1.8654
H  -1.4550  -1.3017  -2.5778
H  2.9291  2.0497  1.1434
H  0.7576  0.0172  -3.4316
H  -2.5043  -2.0434  2.8503

The value obtained for the highest occupied orbital energy (alpha / beta) is -2.898 / -8.171 eV. Its spin multiplicity is 6. Its expectation value of S² is 8.790.

Record 4
DFT (ωB97M-V with the def2-TZVPD basis set) results for 3 unconnected molecules or ions with the total composition C21H28F16N2O5PS2.

Geometry (Å):
S  -6.8598  3.9763  3.8676
S  -4.8717  2.1498  2.8728
P  -2.0082  3.6287  1.2812
F  7.6087  -9.4755  -4.0391
F  2.0588  -2.6050  -1.3096
F  0.2341  -0.2692  1.4891
F  0.6734  -0.3159  -1.1696
F  7.8103  -4.7078  0.1278
F  2.1448  -1.2585  1.0638
F  6.5653  -9.8919  -1.6261
F  7.9614  -3.6812  -2.3733
F  5.8486  -8.0522  -2.5928
F  3.9207  -3.5466  -1.9874
F  8.4935  -7.5771  -3.3951
F  4.4352  -1.2692  -0.6818
F  6.8573  -5.4022  -3.1644
F  0.7674  1.6701  -0.2872
F  8.9017  -5.9653  -1.2740
F  4.8740  -1.2124  -2.8353
O  -4.6081  5.6516  2.5314
O  6.8295  -6.5328  -0.5980
O  -1.3259  4.2371  2.5476
O  2.6570  0.7127  -0.8935
O  -8.7364  4.4683  -0.2734
N  -3.4155  4.3959  0.9054
N  -7.1011  2.7403  1.4652
C  6.9068  -8.6152  -1.9774
C  -2.2044  1.8825  1.4630
C  -4.0440  5.0324  1.7588
C  -9.1400  4.1656  1.0665
C  8.0600  -8.7821  -2.9724
C  3.0898  -2.5003  -2.1751
C  1.5100  -0.0841  1.0456
C  7.6753  -5.5246  -0.9468
C  -4.6717  1.0615  1.4420
C  -6.5875  3.6170  0.3694
C  -6.4215  2.9837  2.6590
C  3.8772  -1.2138  -1.9065
C  -0.5820  6.5295  1.8638
C  -7.6378  3.7003  -0.7218
C  3.1350  0.1143  -2.0891
C  -8.5759  2.8362  1.5347
C  1.4353  0.4634  -0.3890
C  7.2090  -7.8908  -0.6611
C  -0.2008  5.1822  2.4612
C  -3.3704  1.2822  0.6481
C  7.0775  -4.6580  -2.0637
H  -4.7326  0.0206  1.7651
H  6.1422  -4.2096  -1.7313
H  0.1277  5.2764  3.4941
H  -8.9730  2.0527  0.8807
H  6.5768  -8.3852  0.0746
H  -8.9189  2.6035  2.5438
H  3.8871  0.8094  -2.4563
H  2.7118  -2.5229  -3.2000
H  2.3562  0.0360  -2.8475
H  2.0182  0.6289  1.6974
H  -6.4479  4.6351  0.7620
H  -10.2318  4.1032  1.0908
H  -1.2583  1.4863  1.0774
H  -7.9506  2.6932  -1.0305
H  0.6008  4.6922  1.9048
H  -7.2283  4.2039  -1.5991
H  8.8878  -9.3296  -2.5148
H  -5.5421  1.2310  0.8098
H  -8.8382  4.9865  1.7257
H  -1.1795  3.8651  0.1870
H  -0.6587  7.2990  2.6329
H  -3.0194  0.3149  0.2831
H  -5.6372  3.2302  -0.0120
H  8.2458  -8.0418  -0.3593
H  -3.5766  1.8845  -0.2431
H  0.1699  6.8531  1.1415
H  -1.5397  6.5032  1.3372
H  -2.2463  1.6304  2.5253

The value obtained for the highest occupied orbital energy is -11.330 eV. As for the charge: +1.

Record 5
DFT (ωB97M-V with the def2-TZVPD basis set) results for 2 unconnected molecules or ions with the total composition C5H7Cl3O3 at a distorted geometry.

Geometry (Å):
Cl  -0.8500  -1.8919  4.0928
Cl  0.7294  0.2535  2.9133
Cl  1.7418  -2.4554  2.8985
O  -1.3519  -2.2226  -1.7024
O  -1.7240  -0.0271  -1.8875
O  -0.1264  -0.7187  -0.5316
C  0.0256  0.7136  -0.5246
C  0.2645  -1.4572  2.8272
C  -1.0742  -1.1078  -1.4130
C  1.3805  1.1260  -1.0246
C  -1.1461  1.1859  -1.3931
H  1.5933  2.1974  -0.9955
H  -1.9051  1.6925  -0.7904
H  -0.1118  0.9581  0.5278
H  -0.9412  1.8127  -2.2597
H  2.2069  0.6458  -0.5010
H  -0.1907  -1.5980  1.8555
H  1.4793  0.8932  -2.0917

The value obtained for the highest occupied orbital energy is -11.179 eV. Its SMILES is C[C@H]1COC(=O)O1.ClC(Cl)Cl.

Record 6
DFT (ωB97M-V with the def2-TZVPD basis set) results for 10 unconnected molecules or ions with the total composition C6H33NO9S at a distorted geometry.

Geometry (Å):
S  1.8009  -2.1759  1.0039
O  -1.1460  2.5944  -2.2147
O  -0.0229  2.1676  2.8661
O  -0.6175  -2.5059  -1.5304
O  4.3025  1.6034  1.4552
O  -2.7369  -1.5702  -2.8689
O  -1.2416  0.4276  -3.8219
O  -0.7015  -0.4111  3.1714
O  0.9040  -1.0668  -3.2299
O  2.5987  2.3275  3.4001
N  -0.7548  0.0884  0.2598
C  -3.4579  -1.3534  0.2831
C  -2.0517  0.7169  -0.0128
C  0.3864  0.8119  -0.3468
C  1.6704  0.6190  0.4662
C  -3.1454  0.0400  0.7936
C  2.4246  -0.6739  0.1636
H  1.7252  -0.7483  -2.7574
H  3.4898  -0.5602  0.5819
H  -2.2678  -0.7737  -3.1975
H  0.5892  0.5954  -1.4216
H  1.4782  0.6820  1.5655
H  0.1908  1.8941  -0.3854
H  -0.8981  -0.3929  2.1448
H  2.3618  1.4886  0.2537
H  -0.5565  -3.4834  -1.5784
H  -2.8612  -0.0335  1.8872
H  -3.0418  -2.0361  -3.6147
H  -4.2698  -1.8117  0.8530
H  2.6552  1.8875  4.2266
H  -0.2985  1.3142  3.1662
H  0.6868  -2.3917  0.2779
H  -2.5986  -2.0169  0.3645
H  -0.5690  3.2567  -2.6138
H  -0.7876  -0.9044  -0.0476
H  -4.0902  0.6223  0.7842
H  -1.1739  1.2079  -3.2124
H  0.4401  -1.6657  -2.5937
H  3.6616  1.8103  2.1421
H  4.9478  2.2654  1.5016
H  1.6092  2.3169  3.1768
H  2.5213  -0.8383  -0.9248
H  -1.9956  1.8100  0.2286
H  -1.4320  -2.2013  -1.9489
H  -1.9573  2.9681  -2.2547
H  -2.3154  0.7075  -1.1123
H  -0.1905  2.1037  1.8714
H  -3.8042  -1.3061  -0.7675
H  -0.0228  -1.0123  3.3236
H  -0.4266  -0.0531  -3.6966

The value obtained for the highest occupied orbital energy is -8.950 eV. Its SMILES is CCCNCCCS.O.O.O.O.O.O.O.O.O.